Here is a 7-piece molecular cluster, C37H69BO12 overall at a distorted geometry from OMol25. Energies are from ωB97M-V/def2-TZVPD.

## Properties
HOMO-LUMO gap = 9.20 eV
molecular weight = 716.76 Da
SMILES = CCCCBCCCc1ccccc1.CCOC(C)=O.CCOC(C)=O.CCOC(C)=O.CCOC(C)=O.CCOC(C)=O.CCOC(C)=O
net charge = 0
lowest unoccupied orbital energy = 0.6 eV
energy = -2378.86726 Ha
relative energy (zero: lowest compared OMol25 entry of this formula, charge and spin) = 0.0 kcal per mole

Last columns: bonded neighbours and bond lengths (Å).
Positions of all 119 atoms, in Å:
1 C -2.78 2.53 2.68  C2 1.604, H15 1.129, H16 1.124, H17 1.122
2 C -2.81 0.94 2.47  C1 1.604, C3 1.575, H18 1.118, H19 1.121
3 C -2.34 0.67 1.00  C2 1.575, C4 1.612, H20 1.121, H21 1.131
4 C -2.55 -0.86 0.52  C3 1.612, B5 1.604, H22 1.119, H23 1.136
5 B -3.08 -0.81 -0.99  C4 1.604, C6 1.604, H24 1.199
6 C -2.76 -1.89 -2.14  B5 1.604, C7 1.576, H25 1.134, H26 1.135
7 C -1.58 -2.89 -1.80  C6 1.576, C8 1.607, H27 1.129, H28 1.131
8 C -1.25 -3.82 -3.07  C7 1.607, C9 1.578, H29 1.129, H30 1.129
9 C -0.10 -3.17 -3.93  C8 1.578, C10 1.480, C14 1.476
10 C 1.30 -3.65 -3.82  C9 1.480, C11 1.479, H31 1.113
11 C 2.29 -2.93 -4.65  C10 1.479, C12 1.466, H32 1.122
12 C 1.91 -1.83 -5.55  C11 1.466, C13 1.470, H33 1.118
13 C 0.52 -1.36 -5.67  C12 1.470, C14 1.478, H34 1.120
14 C -0.47 -2.07 -4.84  C9 1.476, C13 1.478, H35 1.115
15 H -2.05 2.85 3.48  C1 1.129
16 H -2.49 3.08 1.75  C1 1.124
17 H -3.78 2.94 2.99  C1 1.122
18 H -3.87 0.61 2.62  C2 1.118
19 H -2.10 0.52 3.24  C2 1.121
20 H -1.27 0.94 0.80  C3 1.121
21 H -2.97 1.34 0.34  C3 1.131
22 H -1.64 -1.49 0.69  C4 1.119
23 H -3.39 -1.26 1.18  C4 1.136
24 H -3.74 0.13 -1.30  B5 1.199
25 H -3.69 -2.44 -2.46  C6 1.134
26 H -2.43 -1.31 -3.06  C6 1.135
27 H -1.76 -3.53 -0.89  C7 1.129
28 H -0.64 -2.29 -1.64  C7 1.131
29 H -2.17 -3.94 -3.73  C8 1.129
30 H -0.98 -4.87 -2.76  C8 1.129
31 H 1.57 -4.50 -3.15  C10 1.113
32 H 3.35 -3.27 -4.56  C11 1.122
33 H 2.67 -1.31 -6.18  C12 1.118
34 H 0.23 -0.52 -6.35  C13 1.120
35 H -1.53 -1.72 -4.94  C14 1.115
36 C 1.54 -1.83 3.91  C37 1.514, H42 1.093, H43 1.091, H44 1.091
37 C 0.35 -2.71 4.25  C36 1.514, O38 1.438, H45 1.093, H46 1.091
38 O -0.48 -2.89 3.09  C37 1.438, C39 1.339
39 C -0.30 -3.85 2.18  O38 1.339, C40 1.505, O41 1.207
40 C 1.01 -4.60 2.15  C39 1.505, H47 1.091, H48 1.091, H49 1.088
41 O -1.14 -4.04 1.34  C39 1.207
42 H 2.19 -2.30 3.16  C36 1.093
43 H 2.14 -1.64 4.81  C36 1.091
44 H 1.21 -0.88 3.50  C36 1.091
45 H 0.64 -3.66 4.69  C37 1.093
46 H -0.27 -2.20 4.99  C37 1.091
47 H 1.70 -4.09 1.49  C40 1.091
48 H 0.82 -5.61 1.77  C40 1.091
49 H 1.46 -4.73 3.14  C40 1.088
50 C -2.37 4.36 -2.61  C51 1.515, H56 1.091, H57 1.091, H58 1.092
51 C -3.79 4.17 -2.13  C50 1.515, O52 1.434, H59 1.092, H60 1.091
52 O -3.96 4.68 -0.80  C51 1.434, C53 1.345
53 C -4.25 5.96 -0.51  O52 1.345, C54 1.505, O55 1.205
54 C -4.10 7.00 -1.59  C53 1.505, H61 1.091, H62 1.090, H63 1.089
55 O -4.55 6.27 0.62  C53 1.205
56 H -2.10 5.42 -2.67  C50 1.091
57 H -2.24 3.92 -3.60  C50 1.091
58 H -1.67 3.89 -1.92  C50 1.092
59 H -4.53 4.60 -2.81  C51 1.092
60 H -4.01 3.10 -2.07  C51 1.091
61 H -3.09 7.41 -1.55  C54 1.091
62 H -4.82 7.79 -1.40  C54 1.090
63 H -4.31 6.62 -2.59  C54 1.089
64 C 5.93 -6.17 5.13  C65 1.515, H70 1.091, H71 1.091, H72 1.091
65 C 4.99 -5.47 4.17  C64 1.515, O66 1.435, H73 1.091, H74 1.091
66 O 3.64 -5.49 4.65  C65 1.435, C67 1.344
67 C 3.12 -4.58 5.49  O66 1.344, C68 1.505, O69 1.207
68 C 4.05 -3.65 6.22  C67 1.505, H75 1.090, H76 1.090, H77 1.088
69 O 1.93 -4.58 5.70  C67 1.207
70 H 5.96 -5.66 6.10  C64 1.091
71 H 6.94 -6.19 4.73  C64 1.091
72 H 5.59 -7.19 5.32  C64 1.091
73 H 5.31 -4.45 3.94  C65 1.091
74 H 4.99 -6.01 3.22  C65 1.091
75 H 4.32 -4.10 7.18  C68 1.090
76 H 3.52 -2.72 6.41  C68 1.090
77 H 4.95 -3.40 5.67  C68 1.088
78 C -1.99 9.22 -6.42  C79 1.515, H84 1.091, H85 1.091, H86 1.091
79 C -2.62 7.94 -6.94  C78 1.515, O80 1.433, H87 1.091, H88 1.091
80 O -3.46 7.34 -5.94  C79 1.433, C81 1.346
81 C -4.75 7.66 -5.74  O80 1.346, C82 1.505, O83 1.204
82 C -5.30 8.91 -6.37  C81 1.505, H89 1.090, H90 1.090, H91 1.088
83 O -5.42 6.99 -5.00  C81 1.204
84 H -2.74 9.97 -6.18  C78 1.091
85 H -1.31 9.63 -7.17  C78 1.091
86 H -1.43 9.02 -5.51  C78 1.091
87 H -3.18 8.09 -7.87  C79 1.091
88 H -1.84 7.21 -7.16  C79 1.091
89 H -5.18 9.75 -5.67  C82 1.090
90 H -6.36 8.76 -6.56  C82 1.090
91 H -4.84 9.16 -7.32  C82 1.088
92 C -1.05 5.11 6.55  C93 1.515, H98 1.091, H99 1.091, H100 1.091
93 C -0.51 3.96 7.37  C92 1.515, O94 1.433, H101 1.092, H102 1.091
94 O -0.29 2.80 6.56  C93 1.433, C95 1.345
95 C 0.84 2.58 5.87  O94 1.345, C96 1.506, O97 1.204
96 C 1.82 3.70 5.67  C95 1.506, H103 1.090, H104 1.090, H105 1.088
97 O 1.02 1.50 5.35  C95 1.204
98 H -0.34 5.43 5.79  C92 1.091
99 H -1.28 5.97 7.19  C92 1.091
100 H -1.96 4.81 6.03  C92 1.091
101 H 0.39 4.23 7.93  C93 1.092
102 H -1.25 3.67 8.11  C93 1.091
103 H 1.59 4.23 4.75  C96 1.090
104 H 2.83 3.28 5.60  C96 1.090
105 H 1.85 4.41 6.50  C96 1.088
106 C 3.04 -6.75 -2.65  C107 1.516, H112 1.091, H113 1.091, H114 1.092
107 C 4.10 -5.74 -3.03  C106 1.516, O108 1.434, H115 1.092, H116 1.089
108 O 5.15 -5.72 -2.06  C107 1.434, C109 1.347
109 C 6.22 -6.54 -2.08  O108 1.347, C110 1.506, O111 1.204
110 C 6.19 -7.76 -2.96  C109 1.506, H117 1.090, H118 1.090, H119 1.088
111 O 7.14 -6.34 -1.33  C109 1.204
112 H 3.44 -7.77 -2.63  C106 1.091
113 H 2.21 -6.73 -3.36  C106 1.091
114 H 2.65 -6.54 -1.65  C106 1.092
115 H 4.50 -5.91 -4.03  C107 1.092
116 H 3.66 -4.75 -3.03  C107 1.089
117 H 5.78 -8.60 -2.40  C110 1.090
118 H 7.21 -7.99 -3.27  C110 1.090
119 H 5.62 -7.62 -3.88  C110 1.088

Here are the Löwdin charges for atoms 1 to 99, given in e: number 1, C, carries -0.1183; number 2, C, carries -0.2310; number 3, C, carries -0.2414; number 4, C, carries -0.1431; number 5, B, carries -0.1068; number 6, C, carries -0.1718; number 7, C, carries -0.2045; number 8, C, carries -0.1613; number 9, C, carries -0.1938; number 10, C, carries -0.0221; number 11, C, carries -0.0823; number 12, C, carries -0.1017; number 13, C, carries -0.0710; number 14, C, carries -0.0438; number 15, H, carries 0.0546; number 16, H, carries 0.0604; number 17, H, carries 0.0680; number 18, H, carries 0.1036; number 19, H, carries 0.1022; number 20, H, carries 0.1142; number 21, H, carries 0.0808; number 22, H, carries 0.0792; number 23, H, carries 0.1204; number 24, H, carries 0.0627; number 25, H, carries 0.1148; number 26, H, carries 0.0837; number 27, H, carries 0.0951; number 28, H, carries 0.1196; number 29, H, carries 0.1090; number 30, H, carries 0.1056; number 31, H, carries 0.0756; number 32, H, carries 0.0817; number 33, H, carries 0.0897; number 34, H, carries 0.0967; number 35, H, carries 0.0939; number 36, C, carries -0.0536; number 37, C, carries -0.2125; number 38, O, carries 0.0032; number 39, C, carries -0.5196; number 40, C, carries 0.0228; number 41, O, carries 0.0774; number 42, H, carries 0.0708; number 43, H, carries 0.0687; number 44, H, carries 0.0779; number 45, H, carries 0.0761; number 46, H, carries 0.1296; number 47, H, carries 0.0966; number 48, H, carries 0.0919; number 49, H, carries 0.0544; number 50, C, carries -0.0623; number 51, C, carries -0.2238; number 52, O, carries -0.0076; number 53, C, carries -0.5298; number 54, C, carries 0.0101; number 55, O, carries 0.0964; number 56, H, carries 0.0659; number 57, H, carries 0.0809; number 58, H, carries 0.0801; number 59, H, carries 0.1149; number 60, H, carries 0.1157; number 61, H, carries 0.0956; number 62, H, carries 0.0928; number 63, H, carries 0.0513; number 64, C, carries -0.0638; number 65, C, carries -0.2248; number 66, O, carries -0.0006; number 67, C, carries -0.5129; number 68, C, carries 0.0195; number 69, O, carries 0.0757; number 70, H, carries 0.0674; number 71, H, carries 0.0840; number 72, H, carries 0.0848; number 73, H, carries 0.1157; number 74, H, carries 0.1254; number 75, H, carries 0.0992; number 76, H, carries 0.0846; number 77, H, carries 0.0755; number 78, C, carries -0.0655; number 79, C, carries -0.2324; number 80, O, carries -0.0050; number 81, C, carries -0.5263; number 82, C, carries 0.0110; number 83, O, carries 0.0979; number 84, H, carries 0.0676; number 85, H, carries 0.0824; number 86, H, carries 0.0838; number 87, H, carries 0.1137; number 88, H, carries 0.1228; number 89, H, carries 0.0980; number 90, H, carries 0.0933; number 91, H, carries 0.0706; number 92, C, carries -0.0635; number 93, C, carries -0.2330; number 94, O, carries -0.0026; number 95, C, carries -0.5305; number 96, C, carries 0.0094; number 97, O, carries 0.0951; number 98, H, carries 0.0680; number 99, H, carries 0.0814